Record 1
{
  "formula": "C3H13NO3",
  "method": "ωB97M-V/def2-TZVPD",
  "species": ["C", "C", "N", "C", "O", "H", "H", "H", "H", "H", "H", "H", "H", "H", "O", "H", "H", "O", "H", "H"],
  "positions_angstrom": [[1.6328, 0.3586, -0.6289], [1.6556, 0.8223, 0.8796], [0.3988, 1.2849, 1.4218], [-0.8084, 0.6562, 0.9317], [-1.3154, 1.3819, -0.2389], [2.7022, 0.1910, -0.9609], [1.1541, 1.0546, -1.3558], [1.1950, -0.5751, -0.6711], [1.9969, -0.1467, 1.4206], [2.4946, 1.5725, 0.9887], [0.4057, 1.3388, 2.4562], [-1.5025, 0.8122, 1.6271], [-0.6296, -0.3113, 0.5303], [-0.8142, 2.1923, -0.2681], [-0.9947, 0.0481, -2.3960], [-1.8088, -0.1030, -2.8960], [-1.2471, 0.4222, -1.5472], [-0.3366, -3.7165, 0.5649], [0.4772, -4.1862, 0.3468], [-0.9214, -3.9860, -0.1576]],
  "forces_ev_per_a": [[1.76, 2.34, 0.40], [2.00, -1.70, -0.47], [-0.43, 0.29, 0.48], [3.08, 1.72, -2.99], [-0.13, -0.34, 0.87], [-1.08, 0.36, 0.44], [0.31, -0.49, 0.69], [-1.24, -1.86, -0.41], [-0.27, 1.48, -0.53], [-1.17, -0.57, 0.18], [0.03, -0.03, -1.16], [-2.92, -0.34, 2.98], [-0.24, -1.24, 0.30], [0.25, 0.57, -0.04], [-0.04, -0.84, -1.32], [0.30, 0.08, 0.25], [-0.22, 0.51, 0.33], [-0.01, -0.29, -0.42], [0.05, 0.12, 0.19], [-0.03, 0.22, 0.23]],
  "nbo_charge": [-0.62, -0.22, -0.66, 0.09, -0.76, 0.21, 0.22, 0.21, 0.16, 0.20, 0.38, 0.17, 0.17, 0.49, -0.99, 0.46, 0.49, -0.94, 0.47, 0.47],
  "smiles": "CCNCO.O.O",
  "relative_energy_kcal_mol": 31.8,
  "orbital_gap_ev": 9.990,
  "total_charge": 0,
  "spin_multiplicity": 1
}

=====

Record 2
{
  "formula": "C3H13NO3",
  "method": "ωB97M-V/def2-TZVPD",
  "species": ["C", "C", "C", "N", "H", "H", "H", "H", "H", "H", "H", "O", "H", "H", "O", "H", "H", "O", "H", "H"],
  "positions_angstrom": [[2.6126, -0.7520, -0.9110], [2.0758, 0.3978, -1.2999], [1.3939, 0.5770, -2.6194], [0.1394, -0.2203, -2.7009], [3.0092, -0.8371, 0.0822], [2.8018, -1.5232, -1.6331], [1.7362, 1.1563, -0.5863], [1.2411, 1.5768, -3.0385], [1.8919, 0.1366, -3.5144], [0.3656, -1.1903, -2.8335], [-0.5048, -0.0658, -1.9306], [0.5004, -1.3749, 2.8174], [-0.0402, -0.6278, 2.5312], [-0.2802, -1.9650, 2.8562], [-2.6865, 3.2757, 3.6461], [-2.6079, 2.3399, 3.4277], [-3.4200, 3.6703, 3.2160], [-2.4575, -1.2566, 0.9978], [-2.7596, -2.1150, 1.2923], [-3.0111, -1.2024, 0.2008]],
  "forces_ev_per_a": [[0.57, 1.16, -0.16], [-1.23, 0.26, 0.07], [-0.43, -1.60, -2.33], [-0.35, 1.20, -0.22], [-0.09, -0.38, 0.34], [0.11, -0.39, -0.14], [0.77, -0.13, 0.14], [-0.23, 0.24, 1.03], [0.69, 0.09, 0.93], [-0.15, -0.17, 0.40], [0.34, -0.28, -0.05], [-1.68, -0.27, -0.10], [0.70, 0.73, -0.19], [0.99, -0.45, 0.23], [1.44, -0.44, 0.94], [-0.40, 0.33, -0.20], [-1.05, 0.10, -0.75], [-0.60, -0.11, -0.67], [0.19, -0.44, 0.62], [0.42, 0.56, 0.09]],
  "nbo_charge": [-0.38, -0.20, -0.28, -0.84, 0.21, 0.19, 0.19, 0.20, 0.20, 0.36, 0.35, -0.92, 0.46, 0.46, -0.95, 0.47, 0.47, -0.94, 0.46, 0.47],
  "smiles": "C=CCN.O.O.O",
  "relative_energy_kcal_mol": 47.1,
  "orbital_gap_ev": 8.980,
  "total_charge": 0,
  "spin_multiplicity": 1
}

=====

Record 3
{
  "formula": "C3H13NO4",
  "method": "ωB97M-V/def2-TZVPD",
  "species": ["C", "C", "N", "C", "H", "H", "H", "H", "H", "O", "H", "H", "O", "H", "H", "O", "H", "H", "O", "H", "H"],
  "positions_angstrom": [[0.9286, 0.5765, -2.4924], [-0.1424, -0.2713, -2.6037], [-0.2563, -1.6290, -2.1749], [0.2895, -2.6884, -2.6636], [1.8553, 0.2405, -2.2401], [0.8514, 1.6617, -2.5450], [-1.1124, -0.0371, -2.8244], [0.3026, -3.6158, -2.3397], [1.0122, -2.7946, -3.4681], [-2.2506, 1.8480, 3.9048], [-2.6526, 1.2399, 3.2462], [-1.6315, 2.4399, 3.3698], [-1.1974, -0.3435, 1.0872], [-1.9658, -0.9090, 1.1346], [-1.0421, -0.2324, 0.1489], [2.4083, 1.0673, 0.2192], [1.8450, 0.2951, -0.0109], [2.4710, 0.9315, 1.1870], [0.3024, 1.1070, 3.0461], [0.2340, 0.5290, 2.2222], [-0.2490, 0.5848, 3.7968]],
  "forces_ev_per_a": [[-3.93, -0.43, -0.63], [3.34, -0.58, 0.89], [1.29, -1.87, -0.41], [0.82, 5.58, -1.48], [2.42, -1.14, 0.74], [-0.36, -0.36, -0.37], [-2.23, 1.66, -0.77], [-1.52, -4.27, 2.98], [0.11, 1.47, -0.94], [0.45, 0.63, -1.36], [0.53, 0.75, 0.51], [-1.13, -1.46, 0.96], [0.13, 0.16, 0.10], [-0.22, -0.30, 0.06], [0.10, 0.00, -0.43], [-0.69, -1.26, 0.80], [0.49, 0.77, -0.16], [0.18, 0.50, -0.53], [-1.33, -2.66, 1.10], [-0.31, 0.97, 1.79], [1.86, 1.86, -2.87]],
  "nbo_charge": [-0.44, -0.04, -0.42, -0.02, 0.20, 0.22, 0.19, 0.16, 0.14, -0.96, 0.47, 0.49, -0.96, 0.48, 0.49, -0.94, 0.46, 0.48, -0.99, 0.49, 0.49],
  "smiles": "C=CN=C.O.O.O.O",
  "relative_energy_kcal_mol": 95.2,
  "orbital_gap_ev": 9.832,
  "total_charge": 0,
  "spin_multiplicity": 1
}

=====

Record 4
{
  "formula": "C3H13NO4",
  "method": "ωB97M-V/def2-TZVPD",
  "species": ["N", "C", "C", "C", "O", "H", "H", "H", "H", "H", "H", "H", "O", "H", "H", "O", "H", "H", "O", "H", "H"],
  "positions_angstrom": [[0.1814, 0.7929, -2.3836], [1.0682, 0.7118, -1.1799], [1.0920, -0.7131, -0.6296], [2.5667, -1.2107, -0.6427], [2.8231, -2.2002, -1.3473], [0.4584, 0.4208, -3.2870], [-0.7148, 0.3672, -2.1503], [1.9789, 1.1796, -1.4691], [0.3901, 1.4228, -0.3847], [0.2509, -1.2885, -0.9156], [0.9737, -0.5593, 0.5373], [3.2349, -0.7359, 0.0953], [-1.2893, -1.9184, 6.0665], [-1.6635, -1.7200, 6.9438], [-2.1215, -2.0186, 5.6608], [-0.2013, -2.9612, -2.8426], [0.7926, -2.6803, -2.7463], [-0.1996, -3.9864, -2.7236], [-3.6061, 5.5980, 1.1513], [-3.2158, 6.4541, 1.2355], [-2.7989, 5.0453, 1.0118]],
  "forces_ev_per_a": [[-0.45, 0.27, 0.41], [-4.93, 1.51, 0.21], [3.06, 2.26, 4.47], [-2.86, -3.43, -2.13], [0.65, 2.25, 1.55], [0.58, -0.16, 0.50], [0.27, 0.17, -0.23], [0.94, 0.24, 0.38], [2.46, -1.66, -2.02], [-0.14, -1.03, -0.86], [-0.02, -0.44, -1.89], [0.32, 0.00, -0.47], [0.45, 0.40, 1.68], [0.99, 0.03, 0.09], [-1.43, -0.42, -1.77], [2.53, -1.82, 0.54], [-2.62, -1.05, -0.15], [0.21, 2.89, -0.31], [1.00, -1.49, -0.27], [0.13, 1.11, 0.14], [-1.13, 0.37, 0.13]],
  "nbo_charge": [-0.86, -0.21, -0.53, 0.44, -0.55, 0.37, 0.35, 0.21, 0.18, 0.25, 0.21, 0.14, -0.92, 0.46, 0.46, -0.97, 0.49, 0.48, -0.93, 0.46, 0.47],
  "smiles": "NCCC=O.O.O.O",
  "relative_energy_kcal_mol": 81.5,
  "orbital_gap_ev": 9.687,
  "total_charge": 0,
  "spin_multiplicity": 1
}

=====

These records have max |F| values of 4.62 2.86 5.83 5.87 eV/A, in the order they appear.